1.
{
  "formula": "C33H40GaN4O4S",
  "method": "ωB97M-V/def2-TZVPD",
  "species": ["Ga", "O", "C", "C", "C", "C", "C", "C", "C", "O", "N", "N", "C", "C", "C", "C", "C", "C", "C", "O", "H", "H", "H", "H", "H", "H", "H", "H", "H", "H", "C", "N", "C", "C", "N", "C", "S", "H", "H", "H", "H", "H", "H", "H", "H", "C", "C", "C", "C", "C", "H", "H", "H", "H", "H", "H", "H", "H", "H", "H", "C", "C", "C", "C", "C", "C", "C", "O", "C", "C", "C", "H", "H", "H", "H", "H", "H", "H", "H", "H", "H", "H", "H"],
  "xyz": [[-0.78, 0.80, 0.13], [0.30, -1.84, 3.58], [-0.92, -1.92, 4.13], [-1.03, -2.60, 5.35], [-2.26, -2.74, 5.96], [-3.41, -2.21, 5.38], [-3.30, -1.53, 4.18], [-2.07, -1.37, 3.54], [-1.99, -0.65, 2.24], [-0.82, -0.52, 1.70], [-3.09, -0.19, 1.72], [-2.79, 0.44, 0.52], [-3.78, 0.94, -0.13], [-3.66, 1.64, -1.39], [-4.81, 2.24, -1.91], [-4.80, 2.91, -3.11], [-3.60, 2.97, -3.82], [-2.45, 2.39, -3.35], [-2.43, 1.70, -2.11], [-1.33, 1.15, -1.71], [0.19, -1.37, 2.71], [-0.13, -3.01, 5.78], [-2.33, -3.28, 6.90], [-4.37, -2.31, 5.86], [-4.17, -1.10, 3.70], [-4.78, 0.83, 0.30], [-5.73, 2.16, -1.34], [-5.70, 3.37, -3.50], [-3.57, 3.49, -4.78], [-1.53, 2.43, -3.90], [0.53, -3.38, -1.12], [-0.81, -3.48, -0.63], [-1.08, -3.93, 0.73], [-2.61, -3.81, 0.84], [-2.99, -3.25, -0.44], [-1.91, -2.99, -1.24], [-1.99, -2.23, -2.71], [0.96, -4.38, -1.29], [1.15, -2.84, -0.41], [0.52, -2.83, -2.06], [-0.55, -3.30, 1.44], [-0.74, -4.96, 0.87], [-2.92, -3.17, 1.67], [-3.08, -4.79, 0.98], [-3.79, -2.65, -0.55], [1.93, 2.97, 0.55], [0.55, 3.61, 0.61], [0.55, 4.70, 1.69], [0.23, 4.26, -0.75], [-0.53, 2.59, 0.90], [2.69, 3.72, 0.31], [1.98, 2.19, -0.22], [2.19, 2.51, 1.50], [1.31, 5.45, 1.49], [0.75, 4.27, 2.68], [-0.42, 5.20, 1.74], [0.99, 5.01, -1.00], [-0.74, 4.74, -0.74], [0.23, 3.50, -1.54], [-1.46, 3.06, 1.23], [7.10, -0.69, -1.84], [5.61, -0.53, -1.74], [4.83, -0.24, -2.86], [3.46, -0.10, -2.79], [2.69, 0.23, -4.03], [2.78, -0.27, -1.53], [1.38, -0.12, -1.50], [0.66, -0.27, -0.42], [3.58, -0.57, -0.38], [2.99, -0.77, 0.99], [4.95, -0.69, -0.52], [7.47, -0.33, -2.80], [7.40, -1.74, -1.75], [7.62, -0.14, -1.06], [5.32, -0.10, -3.82], [3.37, 0.37, -4.87], [2.11, 1.15, -3.91], [1.98, -0.56, -4.29], [0.84, 0.08, -2.42], [2.26, -1.58, 1.00], [2.47, 0.12, 1.34], [3.79, -1.01, 1.70], [5.54, -0.92, 0.36]],
  "lowdin_charge": [0.359, 0.051, -0.269, -0.020, -0.098, -0.105, -0.043, -0.091, -0.422, -0.063, 0.095, -0.008, -0.048, -0.140, -0.065, -0.120, -0.100, -0.012, -0.334, -0.078, 0.072, 0.113, 0.096, 0.091, 0.105, 0.128, 0.103, 0.087, 0.096, 0.112, -0.050, -0.150, -0.100, -0.127, 0.012, -0.865, 0.607, 0.090, 0.075, 0.049, 0.108, 0.120, 0.095, 0.108, 0.118, -0.060, -0.689, -0.080, -0.057, 0.013, 0.083, 0.068, 0.083, 0.075, 0.079, 0.075, 0.079, 0.083, 0.076, 0.051, -0.076, -0.291, -0.038, -0.221, -0.063, -0.134, -0.194, -0.130, -0.191, -0.040, -0.036, 0.065, 0.072, 0.070, 0.104, 0.067, 0.079, 0.083, 0.100, 0.063, 0.069, 0.074, 0.108],
  "multiplicity": 1,
  "total_charge": -1,
  "gap_ha": [0.2735, 0.2007],
  "homo_energy_ev": [-4.84, -2.89],
  "e_above_lowest_kj_mol": 38.82
}

---

2.
{
  "formula": "C33H40N4P2ReTe",
  "method": "ωB97M-V/def2-TZVPD",
  "species": ["Re", "C", "C", "C", "C", "C", "C", "C", "C", "C", "H", "H", "H", "H", "H", "H", "H", "H", "H", "H", "H", "H", "H", "H", "H", "P", "P", "N", "N", "N", "N", "C", "C", "C", "C", "C", "C", "C", "C", "C", "C", "C", "C", "C", "C", "C", "C", "C", "C", "H", "H", "H", "H", "H", "H", "H", "H", "H", "H", "H", "H", "H", "H", "H", "H", "H", "H", "H", "H", "Te", "C", "C", "C", "C", "C", "C", "H", "H", "H", "H", "H"],
  "xyz": [[-0.35, -1.80, -0.02], [-1.00, 1.88, 3.51], [-2.02, 1.95, 2.56], [-1.72, 2.34, 1.14], [-0.22, 2.65, 0.82], [0.81, 1.74, 1.42], [1.57, 1.81, 2.54], [1.44, 2.88, 3.53], [-0.07, 3.07, 3.79], [1.55, -2.30, 0.95], [-1.20, 1.25, 4.39], [-3.02, 1.65, 2.77], [-2.36, 3.21, 0.87], [-2.02, 1.51, 0.48], [-0.11, 2.52, -0.27], [-0.01, 3.71, 1.00], [1.06, 0.95, 0.71], [2.23, 0.96, 2.75], [1.87, 3.82, 3.13], [2.03, 2.67, 4.44], [-0.20, 3.38, 4.84], [-0.36, 3.89, 3.12], [1.80, -1.56, 1.72], [2.40, -2.35, 0.24], [1.46, -3.31, 1.38], [1.23, -1.19, -1.51], [-1.82, -0.65, -1.32], [2.72, -0.01, -1.82], [2.17, -2.49, -2.54], [-1.95, 1.14, -2.44], [-3.59, -0.99, -2.00], [0.26, -0.68, -2.98], [-1.04, -1.47, -2.81], [3.85, 0.04, -1.01], [4.85, 0.76, -1.66], [4.34, 1.15, -2.93], [3.04, 0.64, -3.01], [2.50, -3.72, -2.01], [2.99, -4.51, -3.03], [2.96, -3.75, -4.24], [2.48, -2.48, -3.89], [-2.29, 2.43, -2.08], [-2.32, 3.29, -3.21], [-2.07, 2.45, -4.33], [-1.92, 1.16, -3.82], [-4.51, -0.24, -2.72], [-5.37, -1.09, -3.42], [-4.96, -2.43, -3.12], [-3.85, -2.32, -2.27], [0.77, -0.81, -3.94], [0.13, 0.39, -2.76], [-1.72, -1.33, -3.63], [-0.87, -2.57, -2.70], [3.82, -0.42, -0.04], [5.84, 0.97, -1.28], [4.84, 1.70, -3.72], [2.31, 0.73, -3.81], [2.36, -3.90, -0.96], [3.32, -5.53, -2.92], [3.25, -4.05, -5.23], [2.34, -1.62, -4.52], [-2.50, 2.75, -1.06], [-2.50, 4.36, -3.19], [-2.00, 2.73, -5.38], [-1.72, 0.32, -4.45], [-4.52, 0.86, -2.72], [-6.19, -0.78, -4.07], [-5.39, -3.34, -3.49], [-3.25, -3.10, -1.84], [-0.63, -0.72, 2.36], [-0.05, -0.74, 4.88], [-0.46, -1.85, 5.62], [-0.34, -1.85, 7.03], [0.17, -0.74, 7.70], [0.62, 0.37, 6.96], [0.54, 0.33, 5.55], [-0.88, -2.70, 5.10], [-0.67, -2.73, 7.61], [0.24, -0.71, 8.79], [1.02, 1.26, 7.46], [0.91, 1.19, 4.99]],
  "lowdin_charge": [0.351, -0.213, -0.120, -0.219, -0.163, -0.220, -0.139, -0.186, -0.139, -0.395, 0.067, 0.113, 0.134, 0.049, 0.108, 0.129, 0.040, 0.117, 0.141, 0.119, 0.137, 0.118, -0.054, -0.049, 0.021, 0.997, 0.923, -0.178, -0.189, -0.147, -0.186, -0.420, -0.421, -0.153, -0.069, -0.058, -0.161, -0.157, -0.072, -0.048, -0.133, -0.166, -0.046, -0.051, -0.205, -0.015, 0.026, 0.019, -0.064, 0.073, 0.065, 0.065, 0.092, 0.093, 0.103, 0.107, 0.099, 0.079, 0.102, 0.105, 0.094, 0.074, 0.104, 0.112, 0.097, 0.138, 0.137, 0.122, 0.120, 1.289, -0.219, -0.114, -0.041, -0.047, -0.031, -0.124, 0.097, 0.122, 0.123, 0.128, 0.063],
  "multiplicity": 4,
  "total_charge": 2,
  "gap_ha": [0.1852, 0.1346],
  "homo_energy_ev": [-12.44, -12.43],
  "s2": 4.239
}

---

Calculated total energy, record by record: -4124.5703; -2528.4211 Eh